--- i ---
{
  "formula": "C7H14O",
  "method": "ωB97M-V/def2-TZVPD",
  "charge": 0,
  "spin_multiplicity": 1,
  "elements": ["C", "C", "C", "C", "C", "C", "C", "H", "H", "H", "H", "H", "H", "H", "H", "H", "H", "H", "H", "H", "H", "O"],
  "positions_angstrom": [[-3.411, 0.392, 0.293], [-2.273, -0.473, -0.323], [-1.103, -0.480, 0.502], [-0.011, -1.447, 0.044], [2.443, 1.181, 0.114], [1.081, 0.792, 0.682], [0.152, 0.014, -0.227], [-2.827, 1.202, 0.534], [-4.412, 0.538, -0.157], [-3.343, -0.119, 1.263], [-2.031, -0.015, -1.295], [-2.649, -1.435, -0.527], [0.669, -1.743, 0.913], [0.193, -2.042, -0.919], [2.822, 0.339, -0.539], [3.234, 1.238, 0.821], [2.762, 2.080, -0.385], [0.625, 1.740, 1.025], [-0.108, 0.545, -1.071], [3.945, -1.447, -1.169], [1.198, 0.278, 1.653], [3.043, -1.137, -1.230]],
  "lowdin_charge": [-0.0566, -0.2658, -0.0081, -0.0250, -0.1101, -0.1963, -0.2029, 0.0355, 0.0966, 0.0771, 0.1377, 0.0982, 0.1382, 0.1537, 0.0217, 0.0552, 0.0686, 0.1271, 0.1246, -0.0742, 0.1225, -0.3175]
}

=====

--- ii ---
{
  "formula": "C7H14O",
  "method": "ωB97M-V/def2-TZVPD",
  "charge": 0,
  "spin_multiplicity": 1,
  "smiles": "C/C=C(\\C)CCCO",
  "elements": ["C", "C", "C", "C", "C", "C", "C", "O", "H", "H", "H", "H", "H", "H", "H", "H", "H", "H", "H", "H", "H", "H"],
  "positions_angstrom": [[2.579, 0.480, 1.970], [1.234, 0.710, 1.353], [0.786, 0.194, 0.217], [1.702, -0.571, -0.714], [-0.615, 0.503, -0.250], [-1.389, -0.743, -0.671], [-2.693, -0.384, -1.348], [-3.384, 0.668, -0.655], [3.186, 1.379, 1.797], [2.573, 0.403, 3.048], [3.097, -0.406, 1.597], [0.647, 1.474, 1.845], [2.265, -1.287, -0.131], [1.316, -1.054, -1.603], [2.498, 0.112, -1.022], [-0.693, 1.225, -1.073], [-1.142, 0.964, 0.584], [-0.788, -1.303, -1.400], [-1.494, -1.466, 0.139], [-2.423, 0.060, -2.300], [-3.373, -1.228, -1.455], [-3.890, 0.269, 0.070]],
  "lowdin_charge": [-0.0987, -0.1366, -0.2986, -0.0506, -0.1739, -0.2026, -0.2585, -0.0866, 0.0814, 0.0624, 0.0641, 0.1038, 0.0648, 0.0667, 0.0878, 0.1288, 0.1064, 0.1009, 0.1182, 0.1149, 0.1148, 0.0912]
}

=====

In kcal/mol, relative to the most stable structure: i 212.5; ii 0.0.